# 1
ORCA calculation (ωB97M-V with the def2-TZVPD basis set) on an isolated molecule of C12H24N2O3.

Summary:
gap between HOMO and LUMO: 0.3708 Ha
E: -21956.2590 eV
structure (SMILES): CC(C)C[C@H](NC(=O)[C@@H](N)CC(C)C)C(=O)O
2S+1: 1
ΔE to the lowest compared entry with this formula, charge and spin: 33.43 kcal per mole
HOMO level: -9.5362 eV
LUMO: 0.55 eV

XYZ file:
```
41
Properties=species:S:1:pos:R:3:mulliken_charge:R:1
C -1.2131 1.8249 -0.2963 -1.29
C -2.7122 1.4897 -0.2467 0.95
C -3.4854 2.7366 0.0064 -1.71
C -2.9325 0.4138 0.8078 -1.34
C -2.3325 -1.0104 0.5949 0.17
N -0.9360 -1.0452 0.2224 0.12
C -0.0103 -0.8564 1.1686 -0.32
O -0.2337 -0.4980 2.3367 -0.71
C 1.3944 -1.2030 0.7179 1.07
N 1.2085 -2.3367 -0.2630 -0.85
C 1.9883 0.0582 0.1625 -1.73
C 3.4992 0.2686 0.0772 1.17
C 4.2119 -0.9924 -0.3738 -1.49
C 3.7916 1.4240 -0.8331 -1.58
C -3.1824 -1.8320 -0.4270 0.24
O -4.0120 -1.3933 -1.2324 -0.58
O -2.7830 -3.1068 -0.3656 -0.42
H -1.0644 2.7064 -0.8867 0.63
H -0.5228 1.0924 -0.8095 0.12
H -0.7865 1.9819 0.7262 0.23
H -3.0769 1.1121 -1.2232 0.31
H -3.4087 3.4256 -0.8413 0.41
H -4.5293 2.4939 0.2518 0.41
H -3.1549 3.2517 0.9320 0.33
H -2.4931 0.8671 1.7386 0.46
H -4.0443 0.4440 0.9053 0.40
H -2.4066 -1.5837 1.5550 0.33
H -0.5465 -1.5877 -0.6230 0.46
H 1.9454 -1.5868 1.6218 0.35
H 2.1259 -2.5498 -0.6063 0.27
H 0.9640 -3.1805 0.2389 0.21
H 1.7283 -0.0146 -0.8880 0.33
H 1.4460 0.9573 0.5800 0.32
H 3.8265 0.5877 1.1097 0.25
H 5.3676 -0.8440 -0.3363 0.37
H 4.2001 -1.8910 0.3263 0.32
H 3.9477 -1.2836 -1.4222 0.33
H 4.8110 1.6879 -0.9839 0.41
H 3.3033 1.2362 -1.8218 0.36
H 3.2611 2.2968 -0.4399 0.36
H -3.1540 -3.5610 -1.1599 0.36
```

# 2
ORCA calculation (ωB97M-V with the def2-TZVPD basis set) on a cluster of 2 separate species, C12H24N2O3S in total.

Summary:
gap between HOMO and LUMO: 0.2132 Ha
E: -32789.0299 eV
2S+1: 1
ΔE to the lowest compared entry with this formula, charge and spin: 72.10 kcal per mole
HOMO level: -7.1996 eV
LUMO: -1.40 eV

XYZ file:
```
42
Properties=species:S:1:pos:R:3:mulliken_charge:R:1
C 0.6113 -1.9617 -2.0502 -0.72
N 1.7652 -1.0778 -2.0425 -0.15
C 2.6284 -1.1235 -0.8760 -1.97
C 1.9312 -1.2282 0.4868 0.99
S 3.2693 -0.7910 1.7221 -0.20
N 1.5342 -2.5914 0.8912 0.18
C 0.3350 -2.6749 1.3281 -0.52
C -0.3943 -1.3973 1.2978 -0.25
C 0.7020 -0.3656 0.9146 -0.78
C 0.3167 0.8393 0.0300 -0.81
C -1.1599 0.8803 -0.3614 -0.26
C -1.5994 2.1351 -1.1628 0.69
C -0.4642 3.0952 -1.5329 -1.76
C -2.3700 1.7601 -2.4528 -1.40
H 0.8057 -2.9602 -1.6324 0.25
H -0.2196 -1.5052 -1.5122 0.11
H 0.2751 -2.0858 -3.0774 0.37
H 2.3022 -1.1901 -2.8896 0.32
H 3.3024 -1.9982 -0.9410 0.54
H 3.2604 -0.2385 -0.8449 0.45
H 4.3391 -0.8901 0.9214 0.20
H 2.1841 -3.3673 0.8346 0.31
H -0.0580 -3.6242 1.6736 0.48
H -1.2616 -1.5083 0.6453 0.39
H -0.6946 -1.1735 2.3310 0.09
H 0.9918 0.0710 1.8698 0.82
H 0.4759 1.7132 0.6611 0.46
H 0.9751 0.9462 -0.8300 0.37
H -1.4600 -0.0102 -0.9210 0.15
H -1.7236 0.8632 0.5792 -0.04
H -2.2925 2.6982 -0.5371 0.43
H -0.8946 3.9655 -2.0317 0.49
H 0.0670 3.4630 -0.6549 0.35
H 0.2413 2.6280 -2.2239 0.34
H -3.3494 2.2393 -2.4839 0.30
H -2.5338 0.6853 -2.5421 0.39
H -1.8266 2.0959 -3.3391 0.33
C -2.0555 0.8740 3.7359 0.74
O -0.8429 1.2113 3.7425 -0.75
O -2.5045 0.3046 4.9466 -0.52
O -2.8883 0.9146 2.8266 -0.70
H -1.7200 0.3800 5.5015 0.30
```

# 3
ORCA calculation (ωB97M-V with the def2-TZVPD basis set) on a structure of composition C12H24N5OPSbSe4V.

Summary:
gap between HOMO and LUMO (alpha / beta): 0.2281 / 0.2576 Ha
net charge: +1
E: -325226.9720 eV
2S+1: 2
ΔE to the lowest compared entry with this formula, charge and spin: 0.00 kcal per mole
⟨S²⟩: 0.83
HOMO level (alpha / beta): -10.9906 / -11.0028 eV
LUMO (alpha / beta): -4.78 / -3.99 eV

XYZ file:
```
49
Properties=species:S:1:pos:R:3:mulliken_spin:R:1
V 0.7598 -0.6853 -0.0462 1.42
Se 3.0564 -4.2926 1.2076 0.00
Sb 3.4973 -2.0061 1.0538 0.00
Se 1.0743 -0.9281 2.1260 -0.22
Se 2.5706 -1.2038 -1.3166 -0.11
Se 5.1665 -0.5099 1.7034 0.01
C -0.2067 -3.4300 -2.1967 0.00
N -1.2014 -3.4551 -1.1264 0.01
C -1.7797 -4.7547 -0.7803 0.00
C -3.2103 -4.5678 -0.3204 0.00
C -3.2308 -3.5891 0.8329 0.00
N -2.4628 -2.3836 0.5080 0.00
C -2.8103 -1.1881 1.2683 0.00
C -1.5288 -2.3597 -0.4465 -0.02
O -0.9364 -1.2298 -0.7082 0.02
H -0.5869 -4.0252 -3.0252 0.00
H 0.7425 -3.8470 -1.8568 0.00
H -0.0528 -2.4136 -2.5393 0.00
H -1.1712 -5.2271 -0.0042 0.00
H -1.7287 -5.3797 -1.6691 0.00
H -3.6293 -5.5201 0.0001 0.00
H -3.8180 -4.1947 -1.1468 0.00
H -2.8062 -4.0387 1.7346 0.00
H -4.2489 -3.2772 1.0645 0.00
H -3.7100 -0.7252 0.8605 0.00
H -1.9964 -0.4729 1.2536 0.00
H -2.9953 -1.4787 2.3014 0.00
C 1.4072 4.3845 1.4624 0.00
N 2.5348 3.8082 0.7324 0.00
C 2.5197 4.3099 -0.6408 0.00
N 1.2564 4.0535 -1.3361 0.00
C 0.1592 4.6222 -0.5532 0.00
N 0.1119 4.1317 0.8256 0.00
C -0.2576 2.7252 0.8909 0.01
P 0.9972 1.7013 -0.0052 -0.14
C 2.5356 2.3545 0.7841 0.01
C 1.0599 2.6359 -1.6030 0.01
H 1.5512 5.4643 1.5123 0.00
H 1.3935 3.9887 2.4788 0.00
H 3.3393 3.8578 -1.2005 0.00
H 2.6732 5.3890 -0.6098 0.00
H -0.7891 4.4051 -1.0474 0.00
H 0.2927 5.7038 -0.5213 0.00
H -1.2426 2.5748 0.4437 0.00
H -0.3032 2.3952 1.9314 0.00
H 3.4079 1.9462 0.2698 0.00
H 2.5794 2.0048 1.8179 0.00
H 0.1333 2.4821 -2.1596 0.00
H 1.8834 2.2453 -2.2045 0.00
```

# 4
ORCA calculation (ωB97M-V with the def2-TZVPD basis set) on a structure of composition C12H24NO15Tl.

Summary:
gap between HOMO and LUMO: 0.0748 Ha
net charge: +2
E: -49702.5593 eV
2S+1: 1
ΔE to the lowest compared entry with this formula, charge and spin: 0.00 kcal per mole
HOMO level: -15.7501 eV
LUMO: -13.71 eV

XYZ file:
```
53
Properties=species:S:1:pos:R:3:mulliken_charge:R:1
Tl -0.5103 0.3912 2.8231 1.01
N -1.3083 0.0910 -0.6276 1.11
O -2.0629 0.5032 0.2732 -0.35
O -1.6204 0.2336 -1.7906 -0.39
O -0.2368 -0.4051 -0.2757 -0.39
C 4.0498 2.0324 2.5254 -0.62
O 3.7946 2.0896 1.1199 -0.32
C 2.6562 1.7813 0.6158 0.75
O 1.7583 1.1538 1.1405 -0.45
O 2.5782 2.2720 -0.6264 -0.28
C 1.3506 2.0854 -1.2972 -0.33
H 5.0673 2.3597 2.6978 0.24
H 3.9669 0.9971 2.8631 0.30
H 3.3206 2.6461 3.0516 0.30
H 0.5204 2.2796 -0.6098 0.23
H 1.2605 1.0872 -1.7277 0.05
H 1.2155 2.8598 -2.0506 0.34
C 1.1919 -1.0675 -3.6694 -0.62
O 1.9754 -0.1842 -4.4793 -0.27
C 3.1036 -0.6082 -4.9983 0.79
O 3.4577 -1.7590 -5.0472 -0.40
O 3.7707 0.4376 -5.4853 -0.25
C 4.9360 0.1799 -6.2414 -0.65
H 0.9544 -1.9602 -4.2484 0.49
H 0.2738 -0.5382 -3.4363 0.08
H 1.7595 -1.3593 -2.7860 0.37
H 4.6485 -0.1560 -7.2475 0.33
H 5.6509 -0.5012 -5.7863 0.33
H 5.4295 1.1270 -6.4678 0.26
C -0.0729 -4.9561 3.8170 -0.63
O -0.4894 -4.9530 2.4363 -0.29
C -0.9555 -3.8205 1.9157 0.76
O -0.7613 -2.7253 2.3915 -0.43
O -1.5944 -4.1752 0.8171 -0.28
C -2.1459 -3.2405 -0.0970 -0.39
H 0.7707 -4.2756 3.9263 0.29
H 0.1875 -5.9836 4.0363 0.23
H -0.8951 -4.6127 4.4437 0.32
H -1.4396 -2.8000 -0.7930 0.14
H -2.7210 -2.4824 0.4415 0.18
H -2.8898 -3.8204 -0.6396 0.33
C -5.3427 0.5938 1.7798 -0.37
O -5.2892 1.9191 2.2192 -0.27
C -4.1046 2.4342 2.5689 0.74
O -3.1048 1.7752 2.7694 -0.48
O -4.2773 3.7209 2.7384 -0.30
C -3.1070 4.5233 2.9920 -0.64
H -6.2041 0.4431 1.1280 0.31
H -5.5156 -0.1174 2.5971 0.30
H -4.4684 0.2364 1.2320 0.00
H -3.4771 5.5182 3.2150 0.24
H -2.5603 4.5874 2.0498 0.30
H -2.4944 4.1423 3.8030 0.29
```

# 5
ORCA calculation (ωB97M-V with the def2-TZVPD basis set) on a cluster of 2 separate species, C12H24NO3 in total.

Summary:
gap between HOMO and LUMO: 0.0605 Ha
net charge: -1
E: -20461.7264 eV
2S+1: 1
ΔE to the lowest compared entry with this formula, charge and spin: 89.68 kcal per mole
HOMO level: -0.6730 eV
LUMO: 0.97 eV

XYZ file:
```
40
Properties=species:S:1:pos:R:3:mulliken_charge:R:1
C 3.5492 -0.9253 0.3610 -1.06
C 2.1366 -0.5358 0.7617 -0.19
C 1.6732 0.6670 -0.0775 -1.03
C 0.6298 1.5542 0.6191 -0.19
C -0.3723 2.2259 -0.3417 -0.83
C -1.8162 2.3138 0.1460 -1.67
C -2.6191 0.9905 0.2610 0.87
C -2.4080 0.0639 -0.9661 -0.89
C -2.2380 -1.4284 -0.6871 -0.93
C -1.3552 -1.6087 0.5263 -0.54
N -2.1039 -1.1025 1.7159 0.05
C -2.4380 0.3664 1.6656 -1.89
H 3.5427 -0.9617 -0.7410 -0.01
H 3.8189 -1.9215 0.7226 0.42
H 4.2938 -0.2026 0.7089 0.38
H 1.5145 -1.4077 0.5311 0.15
H 2.0149 -0.3357 1.8379 0.31
H 1.2778 0.3170 -1.0369 0.42
H 2.5627 1.2482 -0.3344 0.58
H 1.1458 2.3520 1.1657 0.50
H 0.1366 0.9520 1.3901 0.02
H -0.3193 1.7612 -1.3276 0.44
H -0.0236 3.2507 -0.5079 0.53
H -1.8196 2.8119 1.1247 0.40
H -2.3801 2.9751 -0.5204 0.42
H -3.6709 1.2915 0.2247 0.76
H -3.2729 0.1840 -1.6258 0.41
H -1.5498 0.3865 -1.5502 0.19
H -1.7210 -1.8842 -1.5331 0.50
H -3.2016 -1.9264 -0.5277 0.47
H -1.0960 -2.6512 0.7175 0.70
H -0.4440 -1.0228 0.4114 -0.55
H -1.5588 -1.2911 2.5656 0.51
H -2.9639 -1.6568 1.8188 0.66
H -3.3654 0.4711 2.2362 0.21
H -1.6709 0.8839 2.2398 0.50
C 4.0378 -1.5560 -3.0072 0.64
O 3.8119 -2.7410 -2.5733 -0.74
O 4.9956 -1.3122 -3.8124 -0.75
O 3.2665 -0.5950 -2.5814 -0.77
```

> Which value of 2S+1 does entry 3 give?

2

> Which value of E does entry 5 give?

-20461.7264 eV

> Which of these has the highest ΔE to the lowest compared entry with this formula, charge and spin?

C12H24NO3

> What is the formula in the first record?

C12H24N2O3